[1]
The following is a DFT calculation (the ωB97M-V functional and the def2-TZVPD basis) of a molecular structure, C18H28IO9S.

CARTESIAN COORDINATES (ANGSTROEM)
1 S 0.0504 0.7170 0.2765
2 C -0.2105 1.9987 1.5212
3 I -1.4013 3.5986 0.5492
4 C 1.1174 2.6879 1.8783
5 C 2.1995 1.7057 2.3982
6 C 3.5267 2.0407 1.7197
7 C 4.2661 3.0867 2.2072
8 C 5.4465 3.4097 1.5617
9 C 5.8373 2.6792 0.4778
10 C 5.1000 1.6306 -0.0130
11 C 3.9197 1.3059 0.6215
12 H 0.5462 1.2816 -0.8733
13 H 0.9753 3.4623 2.6420
14 H 1.5127 3.2145 0.9923
15 H 1.9601 0.6647 2.1763
16 H 2.3466 1.7812 3.4806
17 H 3.9607 3.6651 3.0713
18 H 6.0171 4.2554 1.9312
19 H 6.7654 2.9059 -0.0428
20 H 5.3995 1.0676 -0.8900
21 H 3.2575 0.5072 0.3048
22 C -2.9603 -1.0529 0.1962
23 O -4.3829 -1.0433 -0.0330
24 C -4.7687 -0.3327 -1.0851
25 O -4.0634 0.2718 -1.8438
26 O -6.1110 -0.4147 -1.1628
27 C -6.6710 0.3050 -2.2577
28 H -2.7846 -1.6682 1.0748
29 H -2.4394 -1.4929 -0.6520
30 H -2.5889 -0.0505 0.3916
31 H -6.3029 -0.0859 -3.2056
32 H -6.4495 1.3676 -2.1737
33 H -7.7497 0.1643 -2.2132
34 C 11.5535 0.2824 -0.3962
35 O 10.6954 -0.3284 0.5645
36 C 9.4011 -0.3188 0.2234
37 O 8.9476 0.1471 -0.7888
38 O 8.7138 -0.9117 1.1935
39 C 7.3004 -0.9717 0.9617
40 H 12.5662 0.2115 -0.0071
41 H 11.5019 -0.2432 -1.3487
42 H 11.2975 1.3326 -0.5289
43 H 7.0828 -1.5484 0.0637
44 H 6.8793 0.0272 0.8853
45 H 6.8550 -1.4744 1.8159
46 C -11.9615 -4.0456 -1.9149
47 O -10.5855 -3.9036 -2.2585
48 C -9.8424 -3.3209 -1.3082
49 O -10.2487 -2.9335 -0.2434
50 O -8.5928 -3.2479 -1.7479
51 C -7.6688 -2.6382 -0.8285
52 H -12.4509 -4.5263 -2.7583
53 H -12.0759 -4.6746 -1.0331
54 H -12.4197 -3.0719 -1.7472
55 H -7.6141 -3.2158 0.0938
56 H -7.9578 -1.6174 -0.6192
57 H -6.6968 -2.6424 -1.2996

Values from the calculation:
Charge: -1
Orbital gap, eV: 5.37
F_max, eV/A: 2.3
Relative energy (zero: lowest compared OMol25 entry of this formula, charge and spin), kcal/mol: 4.5
HOMO, eV: -3.21
E_tot, Eh: -2075.73134

Need the Löwdin charges? In units of e they are: 0.47 -1.09 0.45 -0.48 -0.20 -0.25 -0.05 -0.10 -0.13 -0.11 -0.04 -0.16 0.08 0.07 0.07 0.10 0.12 0.10 0.10 0.11 0.10 -0.05 0.00 -0.61 0.14 -0.07 -0.04 0.09 0.09 0.04 0.10 0.10 0.09 -0.05 0.00 -0.62 0.12 0.01 -0.02 0.09 0.10 0.10 0.10 0.07 0.10 -0.05 0.00 -0.62 0.12 0.01 -0.02 0.09 0.10 0.10 0.11 0.09 0.09

=====

[2]
The following is a DFT calculation (the ωB97M-V functional and the def2-TZVPD basis) of a single C5H6O molecule.

CARTESIAN COORDINATES (ANGSTROEM)
1 C 0.9253 -0.5040 0.0147
2 C -0.3500 -0.9758 -0.6262
3 C -1.4401 -0.2245 -0.4595
4 C -1.4568 0.8683 0.4998
5 O -0.4811 0.9566 1.3670
6 C 0.6752 0.8895 0.5414
7 H 1.2482 -1.1794 0.8184
8 H 1.7384 -0.4762 -0.7205
9 H -0.3456 -1.8793 -1.2305
10 H -2.3866 -0.4375 -0.9542
11 H 0.3966 1.5820 -0.3320
12 H 1.4764 1.3801 1.0816

Values from the calculation:
Charge: 0
Orbital gap (alpha / beta), eV: 7.32 / 7.32
F_max, eV/A: 3.9
Relative energy (zero: lowest compared OMol25 entry of this formula, charge and spin), kcal/mol: 90.4
HOMO (alpha / beta), eV: -7.55 / -7.54
E_tot, Eh: -269.20218

Need the Löwdin charges? In units of e they are: -0.16 -0.06 -0.12 -0.09 -0.09 -0.22 0.13 0.13 0.11 0.09 0.14 0.13

=====

[3]
The following is a DFT calculation (the ωB97M-V functional and the def2-TZVPD basis) of a molecular structure, C17H33N6O8P2SSr.

CARTESIAN COORDINATES (ANGSTROEM)
1 Sr 0.7421 0.5719 1.4669
2 O 4.0145 1.7510 0.7519
3 P 3.3343 0.2951 0.7413
4 O 4.3512 -0.7638 0.5153
5 O 2.1377 0.3627 -0.1631
6 O 2.7727 0.2230 2.2714
7 P 2.1588 -1.2949 2.7055
8 O 3.4131 -2.2556 2.5142
9 O 1.6525 -1.1869 4.0716
10 O 1.1336 -1.5699 1.6120
11 H 4.9636 1.6735 0.9461
12 H 4.0230 -1.8304 1.8413
13 C 2.1231 4.6959 0.4341
14 S 1.4972 3.0163 0.1871
15 O 0.6580 2.7183 1.4103
16 C 0.2699 3.4109 -1.0631
17 C -0.7344 4.3443 -0.8432
18 C -1.6559 4.5952 -1.8459
19 C -1.5639 3.9273 -3.0629
20 C -0.5724 2.9797 -3.2673
21 C 0.3465 2.7126 -2.2611
22 H 1.3805 5.2914 0.9595
23 H 2.3511 5.1111 -0.5456
24 H 3.0334 4.6127 1.0254
25 H -0.8093 4.8539 0.1100
26 H -2.4410 5.3213 -1.6818
27 H -2.2730 4.1455 -3.8503
28 H -0.5020 2.4565 -4.2117
29 H 1.1201 1.9643 -2.3948
30 N 2.7918 -5.0238 -0.5641
31 C 1.3813 -5.0053 -0.0574
32 C 0.5381 -4.1523 -1.0102
33 N 1.0566 -2.8092 -1.1606
34 C 2.4409 -2.8139 -1.6014
35 C 3.3466 -3.6329 -0.6865
36 H 2.8011 -5.4594 -1.4873
37 H 3.3822 -5.5770 0.0544
38 H 1.3902 -4.5534 0.9343
39 H 1.0190 -6.0307 0.0068
40 H -0.4804 -4.1121 -0.6256
41 H 0.5032 -4.6319 -1.9955
42 H 0.9697 -2.3012 -0.2800
43 H 2.8150 -1.7925 -1.6137
44 H 2.4882 -3.2103 -2.6230
45 H 3.3604 -3.2053 0.3098
46 H 4.3658 -3.6892 -1.0668
47 C -1.9280 0.0420 -0.3594
48 N -1.7774 0.4300 1.0755
49 C -2.4521 -0.6337 1.8776
50 N -3.8471 -0.7907 1.5152
51 C -3.9296 -1.1398 0.0977
52 N -3.3167 -0.1083 -0.7421
53 C -4.0090 1.1601 -0.5029
54 N -3.9412 1.5464 0.9068
55 C -2.5495 1.6895 1.2826
56 C -4.5400 0.4837 1.7179
57 H -1.4039 -0.9069 -0.5121
58 H -1.4654 0.8141 -0.9825
59 H -2.3773 -0.3726 2.9354
60 H -1.9223 -1.5744 1.7099
61 H -4.9775 -1.2491 -0.1840
62 H -3.4192 -2.0906 -0.0711
63 H -5.0546 1.0586 -0.7955
64 H -3.5439 1.9408 -1.1100
65 H -2.4836 1.9620 2.3380
66 H -2.0902 2.4773 0.6823
67 H -5.5886 0.3689 1.4424
68 H -4.4777 0.7601 2.7719

Values from the calculation:
Charge: +1
Orbital gap, eV: 8.65
F_max, eV/A: 7.1
Relative energy (zero: lowest compared OMol25 entry of this formula, charge and spin), kcal/mol: 87.0
HOMO, eV: -11.11
E_tot, Eh: -2709.73381

Need the Löwdin charges? In units of e they are: 1.62 -0.13 0.16 -0.25 -0.51 -0.43 0.15 -0.14 -0.23 -0.51 0.11 0.04 -0.18 0.96 -0.70 -0.38 -0.08 -0.06 -0.06 -0.06 -0.08 0.07 0.07 0.06 0.12 0.12 0.11 0.11 0.11 0.06 -0.09 -0.19 -0.04 -0.18 -0.10 0.18 0.18 0.14 0.13 0.13 0.13 0.07 0.11 0.13 0.10 0.14 -0.17 -0.20 -0.17 -0.09 -0.16 -0.08 -0.15 -0.08 -0.17 -0.15 0.12 0.12 0.14 0.13 0.13 0.13 0.13 0.12 0.14 0.11 0.13 0.13

=====

[4]
The following is a DFT calculation (the ωB97M-V functional and the def2-TZVPD basis) of a gas-phase ion, C6H13N2O2S (charge +1).

CARTESIAN COORDINATES (ANGSTROEM)
1 C -0.8751 3.1091 2.0237
2 S 0.3978 1.8771 1.5047
3 O 1.4963 2.3075 0.7364
4 O 0.6168 1.1353 2.7298
5 N -0.2830 0.6237 0.4482
6 C -1.4511 0.3225 0.0713
7 C -1.4927 -0.7399 -0.9447
8 C -0.1828 -0.9042 -1.5157
9 C 0.8318 -1.3745 -0.5175
10 C 1.9025 -0.5202 0.0104
11 N 2.2759 -1.5939 -0.9968
12 H -1.1528 3.8396 1.2386
13 H -1.7175 2.4263 2.2538
14 H -0.2266 3.4659 2.8347
15 H -2.3668 0.8640 0.4351
16 H -1.9812 -1.7099 -0.4645
17 H -2.3081 -0.5899 -1.6441
18 H -0.1374 -1.7180 -2.3054
19 H 0.1472 0.0820 -1.9085
20 H 0.4989 -2.2481 -0.0636
21 H 2.2856 -0.6826 0.9733
22 H 2.0038 0.4506 -0.4722
23 H 2.3664 -1.1329 -1.9892
24 H 2.9438 -2.3777 -0.9203

Values from the calculation:
Charge: +1
Orbital gap, eV: 10.41
F_max, eV/A: 5.0
Relative energy (zero: lowest compared OMol25 entry of this formula, charge and spin), kcal/mol: 47.7
Structure (SMILES): CS(=O)(=O)/N=C/CC[C@@H]1C[NH2+]1
HOMO, eV: -13.42
E_tot, Eh: -894.22882

Need the Löwdin charges? In units of e they are: -0.09 0.62 -0.29 -0.31 -0.07 -0.15 -0.20 -0.19 -0.21 -0.02 0.13 0.08 0.07 0.07 0.15 0.19 0.13 0.16 0.15 0.15 0.13 0.12 0.21 0.18

=====

[5]
The following is a DFT calculation (the ωB97M-V functional and the def2-TZVPD basis) of 2 unconnected molecules or ions with the total composition C5H15N2.

CARTESIAN COORDINATES (ANGSTROEM)
1 C -1.4401 -0.2632 0.7507
2 C -1.8523 0.2016 -0.6267
3 C -2.7643 1.4161 -0.5537
4 N -0.3907 -1.3332 0.6565
5 H -1.0154 0.5419 1.3453
6 H -2.2763 -0.6676 1.3215
7 H -2.3541 -0.6295 -1.1379
8 H -0.9514 0.4368 -1.1917
9 H -3.6566 1.2070 0.0296
10 H -2.2796 2.2432 -0.0354
11 H -3.0712 1.7673 -1.5297
12 H -0.6533 -2.0300 -0.0425
13 H 0.5902 -0.9230 0.3958
14 H -0.3179 -1.8319 1.5468
15 C 3.1742 -0.0075 0.8543
16 C 2.2343 -0.0750 -1.2901
17 N 2.0537 -0.2632 -0.0589
18 H 3.0954 1.0081 1.2361
19 H 4.1303 -0.0864 0.3408
20 H 3.1371 -0.7204 1.6765
21 H 1.4196 -0.2405 -1.9960
22 H 3.1883 0.2491 -1.6913

Values from the calculation:
Charge: +1
Orbital gap, eV: 11.63
F_max, eV/A: 0.5
Relative energy (zero: lowest compared OMol25 entry of this formula, charge and spin), kcal/mol: 16.7
HOMO, eV: -14.57
E_tot, Eh: -308.76598

Need the Löwdin charges? In units of e they are: -0.18 -0.25 -0.09 0.14 0.13 0.14 0.12 0.10 0.08 0.08 0.08 0.16 0.09 0.16 -0.08 0.00 -0.12 0.09 0.08 0.08 0.08 0.09

=====

[6]
The following is a DFT calculation (the ωB97M-V functional and the def2-TZVPD basis) of 13 unconnected molecules or ions with the total composition C4H34O14.

CARTESIAN COORDINATES (ANGSTROEM)
1 C 1.9497 0.7538 0.9203
2 O 2.0950 -0.3175 0.0143
3 C 1.6461 0.4206 2.3821
4 C 0.1701 0.6035 2.7337
5 C -0.0899 0.2770 4.1771
6 O -0.6573 -0.1147 1.9452
7 H 1.1493 1.3586 0.4729
8 H 2.9430 1.2863 0.8260
9 H 1.8602 -1.3009 0.1500
10 H 2.2937 1.0615 3.1474
11 H 1.9165 -0.6540 2.5534
12 H -0.0618 1.6949 2.4970
13 H -1.1063 0.2348 4.4950
14 H 0.2914 1.1168 4.7645
15 H 0.3681 -0.5505 4.6579
16 H -0.4413 -1.0694 1.9369
17 H 1.1143 -0.2586 -1.6813
18 H -0.3234 -0.5388 -2.1450
19 O 0.6190 -0.6544 -2.4272
20 H -2.9127 1.9068 1.3751
21 H -2.2323 0.6093 1.6743
22 O -3.0829 1.1005 1.9352
23 H 1.3168 3.6711 -1.7550
24 H 2.4594 2.7148 -1.1953
25 O 1.6547 3.2478 -1.0070
26 H -2.4513 -2.0991 2.0516
27 H -3.7869 -2.8586 1.5578
28 O -2.7578 -2.7893 1.5292
29 H 1.1413 1.2684 -4.5603
30 H 0.5973 0.8187 -3.1614
31 O 0.7503 1.5779 -3.8244
32 H 3.1758 0.8516 -1.0087
33 H 4.2487 1.5260 -1.6430
34 O 3.2965 1.2874 -1.8609
35 H -1.2741 0.8541 -0.9221
36 H -2.6859 0.0921 -1.2789
37 O -1.7006 -0.0003 -1.1373
38 H -4.0066 0.5301 0.1883
39 H -4.4443 1.5623 -0.8964
40 O -4.1698 0.7016 -0.7537
41 H 1.3725 -2.1603 -2.4906
42 H 0.3041 -3.1604 -2.1516
43 O 1.2486 -3.1147 -2.2670
44 H -1.7671 -2.5136 0.2609
45 H -0.9327 -1.5448 -0.6808
46 O -1.0097 -2.4711 -0.3804
47 H 0.7930 -2.9771 0.5068
48 H 1.7204 -3.2351 -0.6172
49 O 1.6977 -2.8925 0.3213
50 H 0.1572 2.5731 -0.3936
51 H -0.8468 2.9055 -1.3499
52 O -0.7345 2.4336 -0.3953

Values from the calculation:
Charge: +1
Orbital gap (alpha / beta), eV: 10.46 / 3.87
Expectation value of S²: 0.755
F_max, eV/A: 6.3
Relative energy (zero: lowest compared OMol25 entry of this formula, charge and spin), kcal/mol: 12.0
HOMO (alpha / beta), eV: -13.51 / -13.51
E_tot, Eh: -1225.74326
2S+1: 2

Need the Löwdin charges? In units of e they are: -0.12 0.13 -0.07 -0.48 -0.02 -0.04 0.14 0.19 0.10 0.20 0.15 0.18 0.09 0.10 0.08 0.13 0.05 0.06 -0.04 0.06 0.03 -0.09 0.04 0.03 -0.03 0.00 0.15 -0.02 -0.03 0.01 -0.05 -0.01 0.12 -0.04 0.01 0.06 -0.10 0.04 0.03 -0.01 0.03 0.03 -0.05 0.00 -0.01 -0.08 0.00 0.06 -0.02 -0.09 0.17 -0.06

=====

[7]
The following is a DFT calculation (the ωB97M-V functional and the def2-TZVPD basis) of a gas-phase ion, C3H7NO (charge +1).

CARTESIAN COORDINATES (ANGSTROEM)
1 C -0.6124 0.4448 -0.2035
2 C 0.5951 -0.3093 0.3608
3 C 0.1980 -1.7595 0.7780
4 O 0.9463 -2.3766 1.4509
5 N -0.1758 1.7449 -0.6912
6 H -0.9832 -0.0583 -1.1180
7 H -1.5002 0.4417 0.4300
8 H 1.3997 -0.2373 -0.3746
9 H 1.0717 0.0718 1.2666
10 H -0.8640 -2.0170 0.5792
11 H -0.6599 2.5371 -1.1311
12 H 0.5844 1.5177 -1.3472

Values from the calculation:
Charge: +1
Orbital gap (alpha / beta), eV: 10.50 / 4.97
Expectation value of S²: 0.755
F_max, eV/A: 2.7
Relative energy (zero: lowest compared OMol25 entry of this formula, charge and spin), kcal/mol: 32.7
HOMO (alpha / beta), eV: -14.45 / -14.25
E_tot, Eh: -248.11679
2S+1: 2

Need the Löwdin charges? In units of e they are: -0.17 -0.11 -0.23 0.14 0.31 0.18 0.15 0.13 0.14 0.14 0.18 0.15

=====

[8]
The following is a DFT calculation (the ωB97M-V functional and the def2-TZVPD basis) of a gas-phase ion, C3H8NOS (charge +1).

CARTESIAN COORDINATES (ANGSTROEM)
1 C -0.0975 -0.9792 1.0168
2 C -0.3677 1.2534 0.1764
3 C 0.4587 -0.4247 -1.4039
4 N 0.4876 0.0902 0.0246
5 O -0.2787 -0.2487 2.2147
6 S -1.0970 1.2608 1.8837
7 H -1.1164 -1.2093 0.7351
8 H 0.6124 -1.8585 1.1323
9 H 0.0717 2.1869 -0.0529
10 H -1.2181 1.2825 -0.4990
11 H -0.5691 -0.7256 -1.8619
12 H 0.6234 0.4645 -2.0817
13 H 1.0963 -1.3011 -1.6739
14 H 1.3945 0.2089 0.3898

Values from the calculation:
Charge: +1
Orbital gap (alpha / beta), eV: 7.71 / 9.39
Expectation value of S²: 2.006
F_max, eV/A: 4.2
Relative energy (zero: lowest compared OMol25 entry of this formula, charge and spin), kcal/mol: 6.0
HOMO (alpha / beta), eV: -11.00 / -15.96
E_tot, Eh: -646.85484
2S+1: 3

Need the Löwdin charges? In units of e they are: -0.17 -0.37 0.00 -0.13 -0.43 1.04 0.13 0.18 0.10 0.11 0.14 0.12 0.12 0.17

=====

- Number 5 is which compound?
  C5H15N2

=====

- What is the formula in the fifth record?
  C5H15N2